Record 1
Formula: C31H78NO22P5
Source: the OMol25 dataset
Level of theory: ωB97M-V/def2-TZVPD

Positions of all 137 atoms, in Å:
C 5.619 1.668 -25.093
H -4.252 -10.395 -14.954
H -2.796 -10.978 -15.740
O -2.765 -3.302 -16.018
H -10.251 -3.363 -15.439
H 0.645 -10.984 -20.219
H -3.600 -8.420 -21.324
O -3.606 -13.289 -19.689
H -8.639 -2.793 -14.847
H 4.195 -4.038 -29.174
H -8.702 -5.543 -19.099
C -9.181 -3.566 -15.392
O 3.925 -8.458 -21.466
N -4.797 -7.542 -22.808
H -0.055 -4.793 -16.773
H -0.686 -3.450 -17.775
H -5.168 -7.665 -20.701
H 1.314 -9.703 -19.470
H -1.740 0.294 -20.598
H 4.939 0.221 -26.562
O -3.669 -13.877 -17.122
C -4.507 -10.761 -17.011
O 5.168 -0.624 -24.661
H 5.367 -2.816 -28.803
O 5.111 -3.280 -24.265
C -10.240 -6.600 -17.958
O -5.740 -13.195 -18.480
H -2.565 -4.959 -17.220
H -3.319 -0.424 -13.218
O -4.406 -1.254 -16.273
C -9.492 -6.270 -19.285
H -0.184 -8.379 -25.504
C 2.579 -11.521 -19.361
O -9.984 -5.731 -15.147
H -10.858 -5.809 -17.532
H 5.894 -8.209 -21.969
H -0.283 -3.228 -16.121
H -5.568 -10.993 -16.916
C 4.332 -3.106 -28.625
H 1.013 -2.180 -26.351
H -4.571 -9.699 -17.246
H 2.874 -3.143 -27.009
P -9.555 -7.236 -15.506
H 1.723 -9.982 -24.963
H -3.683 -0.879 -19.263
O 2.921 -1.782 -24.429
O 1.339 -7.799 -21.315
O -3.901 -11.417 -18.077
H -4.929 -0.887 -13.625
C -9.033 -4.849 -14.616
H -13.153 -9.812 -15.006
H -2.906 -14.417 -21.241
C 1.337 -9.355 -24.159
H -8.900 -3.588 -16.445
H 2.529 -12.448 -19.932
H -4.215 0.606 -15.415
H -5.313 -15.550 -19.653
H -0.147 -2.731 -25.077
H 1.689 -3.193 -23.487
O 2.466 -8.896 -23.421
H -8.253 -13.478 -18.827
C -6.439 -12.470 -19.462
C -4.731 -15.335 -20.549
H 4.500 -10.694 -23.032
C 3.946 -3.267 -27.166
C -1.721 0.045 -19.537
O -8.458 -7.781 -14.703
C -4.325 -7.608 -21.389
C -2.100 -4.437 -16.384
P -4.144 -13.028 -18.225
H -2.000 0.961 -19.016
C -3.896 -0.972 -13.963
O -2.399 -1.504 -17.877
C 1.955 -2.835 -24.482
H -4.507 -16.338 -20.912
H -10.141 -5.770 -20.004
H -2.767 -15.167 -19.619
H -9.270 -4.605 -13.581
H -3.634 -2.028 -13.890
H 5.756 1.794 -24.019
H -0.650 -0.148 -19.491
O -4.400 -6.645 -23.523
H 3.595 -11.128 -19.315
H -12.254 -10.747 -13.813
H -7.897 -12.053 -18.011
C -3.695 -0.351 -15.363
C -0.738 -3.944 -16.805
H -3.878 -6.634 -21.192
H -4.088 -12.118 -15.364
O -10.975 -8.092 -15.374
H 3.666 -2.352 -29.045
H 2.297 -11.770 -18.338
C 5.278 -10.255 -22.407
H -5.403 -14.873 -21.273
H -10.986 -7.364 -18.180
O 4.442 -2.161 -26.527
C -3.878 -11.101 -15.696
H 3.714 0.699 -25.354
C -11.016 -9.478 -15.054
C 5.022 -8.764 -22.314
H -10.987 -10.057 -15.978
H -8.023 -5.255 -14.555
H 5.176 -10.888 -21.526
H 6.226 -10.386 -22.929
H -10.120 -9.783 -14.514
H 1.319 -7.520 -25.340
H 0.684 -10.024 -23.599
H -8.962 -7.082 -19.783
O -9.251 -7.165 -17.113
C -7.880 -12.472 -19.017
H 6.578 1.547 -25.596
H -2.451 -2.095 -19.791
H 4.236 -4.195 -26.673
C 1.639 -10.574 -20.040
O 2.154 -10.245 -21.316
P 4.455 -2.056 -24.900
H -6.068 -11.473 -19.701
H -6.398 -13.065 -20.374
H 0.540 -1.199 -24.930
P 2.365 -8.741 -21.815
C -2.636 -1.180 -19.228
P -3.585 -2.401 -17.135
C 4.765 0.457 -25.512
H -8.516 -11.936 -19.722
O -5.557 -8.465 -23.235
H -2.638 -0.276 -15.620
C 0.782 -2.201 -25.286
C -12.338 -9.767 -14.284
H 0.145 -7.529 -24.019
C 0.607 -8.140 -24.794
H 2.192 -3.789 -24.954
H 4.904 -8.199 -23.238
C -3.395 -14.567 -20.278
H -12.528 -9.071 -13.468
H -1.881 -5.229 -15.668
H 5.183 2.545 -25.572
O -4.446 -3.162 -18.071

Values from the calculation:
Kohn-Sham gap in eV: 10.372
Largest force on an atom in eV/Å: 4.52
HOMO level in eV: -10.266
LUMO energy in hartree: 0.00391
Electronic energy in hartree: -4645.089046
SMILES: CCOP(=O)(OCC)OCC.CCOP(=O)(OCC)OCC.CCOP(=O)(OCC)OCC.CCOP(=O)(OCC)OCC.CCOP(=O)(OCC)OCC.C[N+](=O)[O-]
Energy above the lowest of the compared OMol25 structures with the same formula, charge and spin in kcal per mole: 0.00


Record 2
Formula: C24H31GeS4Sb3Ti
Source: the OMol25 dataset
Level of theory: ωB97M-V/def2-TZVPD

Positions of all 64 atoms, in Å:
Ge 0.372 0.301 -1.212
C -1.026 -4.090 0.741
Sb 2.216 0.115 3.770
C -2.839 -1.198 -0.599
C 0.423 -3.595 -2.940
H 0.665 2.787 -2.935
C 2.014 -3.628 -1.147
C -2.456 -0.443 0.516
H 2.560 4.075 -3.840
H -2.862 -2.274 -0.495
C 1.370 -4.273 -2.191
H 3.409 0.069 -1.110
C 1.714 -2.306 -0.864
H 0.569 4.740 3.121
H -0.627 -1.744 -3.225
C -2.226 -1.227 1.763
C 0.775 -1.608 -1.622
Sb -0.330 -2.417 1.896
C -0.520 4.236 -0.275
S 2.672 0.551 1.427
H -0.085 -4.096 -3.752
H 2.255 -1.799 -0.058
C 1.901 1.349 -1.943
C 4.275 1.690 -2.191
C 2.744 3.206 -3.228
H 1.597 -5.305 -2.413
C -2.481 0.969 0.403
C -0.343 4.155 2.995
H -0.523 3.567 3.898
H -3.696 1.229 -2.770
H -2.193 1.543 2.482
H 4.875 3.384 -3.357
H -0.949 3.726 -1.129
H -1.005 -3.885 -0.322
H -3.005 -1.992 1.853
S 3.130 1.798 5.001
C -0.865 -3.202 3.840
C 4.044 2.816 -2.963
C 0.120 -2.275 -2.648
H -1.205 4.984 0.102
H -2.816 2.803 1.408
Sb -0.090 2.831 1.302
Ti 0.425 0.128 1.314
H -0.698 0.642 -2.261
H -3.568 -1.251 -2.603
C 1.681 2.486 -2.713
H 5.285 1.377 -1.976
H -0.113 -3.936 4.126
C -3.267 -0.626 -1.777
H 2.744 -4.155 -0.549
S -0.148 0.489 3.563
C -2.141 1.949 1.469
H -3.021 2.603 -0.861
C 3.211 0.962 -1.690
H 0.398 4.720 -0.585
H -0.373 -4.927 0.947
H -1.851 -3.667 3.767
S 2.504 -2.123 4.131
C -3.341 0.756 -1.869
H -2.250 -0.602 2.660
H -0.871 -2.390 4.569
H -1.186 4.820 2.798
H -2.032 -4.346 1.049
C -2.947 1.524 -0.796

Values from the calculation:
Kohn-Sham gap in eV: 6.439
Largest force on an atom in eV/Å: 2.64
HOMO level in eV: -7.887
LUMO energy in hartree: -0.05322
Electronic energy in hartree: -6172.964085


Record 3
Formula: C3H7NO2
Source: the OMol25 dataset
Level of theory: ωB97M-V/def2-TZVPD

Positions of all 13 atoms, in Å:
H 1.324 0.640 -0.951
H 2.256 -1.751 1.000
C 0.891 -0.716 0.289
C -1.112 0.649 -0.455
H -1.067 -1.469 -0.021
O -0.691 1.856 0.158
H -0.756 0.582 -1.492
O 1.291 -1.714 1.103
C -0.605 -0.542 0.341
H -0.901 -0.433 1.390
H -2.208 0.623 -0.491
N 1.756 -0.097 -0.401
H -0.179 2.373 -0.469

Values from the calculation:
Kohn-Sham gap in eV: 11.041
Largest force on an atom in eV/Å: 0.37
HOMO level in eV: -10.265
LUMO energy in hartree: 0.02852
Electronic energy in hartree: -323.738418
SMILES: [H]/N=C(/O)CCO
Energy above the lowest of the compared OMol25 structures with the same formula, charge and spin in kcal per mole: 26.70


Record 4
Formula: C5H11N3
Source: the OMol25 dataset
Level of theory: ωB97M-V/def2-TZVPD

Positions of all 19 atoms, in Å:
N -0.715 0.821 0.437
H -0.605 2.915 0.816
C -0.200 -2.547 -1.029
N 0.314 1.870 -1.567
C 1.023 -0.873 0.360
H 0.706 1.923 1.499
C 0.925 -1.946 -0.573
H -1.740 0.748 0.390
H 0.501 2.671 -0.969
N -0.086 -0.491 1.134
H 1.870 -2.243 -1.021
H -0.158 -3.349 -1.750
H -1.188 -2.319 -0.642
C -0.126 0.846 -0.981
H 1.984 -0.638 0.799
C -0.363 1.968 1.297
H -0.843 -1.172 1.078
H -0.401 -0.059 -1.516
H -0.900 1.875 2.238

Values from the calculation:
Kohn-Sham gap in eV: 6.787
Largest force on an atom in eV/Å: 0.87
HOMO level in eV: -6.326
LUMO energy in hartree: 0.01696
Electronic energy in hartree: -361.198508
Energy above the lowest of the compared OMol25 structures with the same formula, charge and spin in kcal per mole: 119.78


Record 5
Formula: C2CdF3NO5S2
Source: the OMol25 dataset
Level of theory: ωB97M-V/def2-TZVPD

Positions of all 14 atoms, in Å:
F -4.794 2.157 0.711
C 0.726 3.046 -2.372
S -3.636 1.048 -1.430
O 0.603 3.885 -1.579
N -2.265 1.342 -0.587
S -1.004 0.316 -0.899
O -0.799 0.513 -2.492
F -4.513 0.020 0.848
O -1.458 -1.109 -0.652
F -6.055 0.830 -0.427
Cd 0.580 0.126 -3.737
O -4.080 2.312 -2.145
C -4.812 1.021 0.023
O 1.224 2.328 -3.162

Values from the calculation:
Kohn-Sham gap (spin up / spin down) in eV: 7.004 / 5.731
Charge: -1
Largest force on an atom in eV/Å: 3.22
Expectation value of S²: 0.75
HOMO level (spin up / spin down) in eV: -4.424 / -4.463
LUMO energy (spin up / spin down) in hartree: 0.09479 / 0.04660
Electronic energy in hartree: -1770.880767
Spin multiplicity: 2


Record 6
Formula: C3H4N2OS
Source: the OMol25 dataset
Level of theory: ωB97M-V/def2-TZVPD

Positions of all 11 atoms, in Å:
N 1.622 -0.415 0.155
H 1.019 -3.625 -0.436
H 1.871 1.401 0.703
H 2.122 -2.697 0.912
N 0.901 -1.488 -0.500
S -0.362 1.506 -0.144
C -1.533 0.167 0.129
O -2.707 0.696 0.191
H -1.114 -0.921 0.351
C 1.173 0.760 0.165
C 1.341 -2.676 -0.016

Values from the calculation:
Kohn-Sham gap in eV: 9.467
Largest force on an atom in eV/Å: 6.03
HOMO level in eV: -9.625
LUMO energy in hartree: -0.00583
Electronic energy in hartree: -699.527874
SMILES: C=N/N=C\SC=O
Energy above the lowest of the compared OMol25 structures with the same formula, charge and spin in kcal per mole: 90.52


Record 7
Formula: C4H10NO
Source: the OMol25 dataset
Level of theory: ωB97M-V/def2-TZVPD

Positions of all 16 atoms, in Å:
H 3.051 -1.911 -1.214
H -1.505 -0.047 -1.825
H -2.370 1.382 -0.859
C -1.998 0.350 -0.926
H -0.793 -1.081 0.452
C 0.270 0.756 0.251
H 2.569 -0.748 0.186
H 4.208 -1.366 -0.037
H 3.421 -0.172 -1.165
H -1.510 0.116 1.413
C -1.198 -0.078 0.394
O 1.095 0.565 1.235
H 0.002 1.831 0.246
H 0.581 0.333 -0.728
N -2.775 -0.488 -0.214
C 3.299 -1.075 -0.563

Values from the calculation:
Kohn-Sham gap in eV: 7.123
Charge: -1
Largest force on an atom in eV/Å: 2.56
HOMO level in eV: -2.989
LUMO energy in hartree: 0.15194
Electronic energy in hartree: -288.232652
Energy above the lowest of the compared OMol25 structures with the same formula, charge and spin in kcal per mole: 99.77


Record 8
Formula: H33O16
Source: the OMol25 dataset
Level of theory: ωB97M-V/def2-TZVPD

Positions of all 49 atoms, in Å:
O -4.717 1.317 -2.511
O 4.852 -0.703 -1.392
O 3.572 -2.930 -1.687
O -1.304 4.427 -0.523
H 2.895 -3.262 -0.397
H -0.998 5.139 0.062
H 0.823 0.076 3.435
H -2.892 1.022 -3.128
H -1.320 -0.631 1.300
H 2.406 0.256 1.321
H 0.333 -1.317 -1.281
H -5.212 0.499 -2.623
H 0.439 -0.975 -3.375
H -1.543 1.596 -3.384
H 5.345 -0.561 -0.573
O -1.952 0.834 -2.951
H -0.030 1.931 -0.652
H 4.064 -2.063 -1.752
H 2.195 -1.843 2.976
H 2.311 -2.999 1.192
O -0.581 0.658 2.187
H -4.721 1.391 -1.537
O 1.761 -0.144 3.417
H -0.372 -1.609 0.089
H -5.433 1.466 0.977
O -1.842 -1.460 1.129
H 2.189 0.195 4.204
O 0.785 1.669 -0.192
H -2.027 -1.844 1.985
H 4.094 -3.642 -2.080
O 2.649 -2.663 2.691
H -2.113 4.768 -0.915
H 1.328 -2.504 -0.125
H 4.079 -0.139 -1.265
H -1.320 1.312 2.095
O -0.258 -1.240 -2.772
H -2.018 2.801 0.428
O -2.385 2.469 1.274
H -4.487 0.299 0.459
O -4.720 1.231 0.376
H 2.292 -3.359 3.257
H 0.819 2.408 0.438
H -0.936 -0.540 -2.941
H 1.710 0.124 -0.020
H -3.058 1.881 0.859
H 0.144 1.002 1.630
O 0.507 -1.494 -0.311
O 2.085 -3.205 0.232
O 2.564 0.358 0.374

Values from the calculation:
Kohn-Sham gap in eV: 10.754
Charge: +1
Largest force on an atom in eV/Å: 2.81
HOMO level in eV: -13.190
LUMO energy in hartree: -0.08955
Electronic energy in hartree: -1223.466473
Energy above the lowest of the compared OMol25 structures with the same formula, charge and spin in kcal per mole: 5.81


Record 9
Formula: C5H9N2O
Source: the OMol25 dataset
Level of theory: ωB97M-V/def2-TZVPD

Positions of all 17 atoms, in Å:
H -0.110 1.216 -2.927
H -0.726 -0.618 3.039
H 1.972 0.267 -1.900
N -1.178 -0.154 2.243
C -0.624 -0.309 1.034
H 1.077 -1.764 1.591
H 0.607 1.661 -0.339
H -1.514 1.279 0.139
H -1.773 -0.194 -0.720
C 1.162 -0.115 -1.315
C 0.643 -1.208 0.761
H 2.295 -1.727 -0.278
C 0.167 0.965 -1.072
H -2.146 -0.341 2.400
O -0.249 1.673 -2.069
C 1.430 -1.042 -0.395
N -1.033 0.410 -0.194

Values from the calculation:
Kohn-Sham gap (spin up / spin down) in eV: 7.602 / 7.605
Charge: +1
Largest force on an atom in eV/Å: 9.17
HOMO level (spin up / spin down) in eV: -12.070 / -12.071
LUMO energy (spin up / spin down) in hartree: -0.16420 / -0.16409
Electronic energy in hartree: -380.319383
SMILES: NC1=CC=C[C@@H](O)[NH2+]1
Energy above the lowest of the compared OMol25 structures with the same formula, charge and spin in kcal per mole: 83.09


Record 10
Formula: C5H6O2
Source: the OMol25 dataset
Level of theory: ωB97M-V/def2-TZVPD

Positions of all 13 atoms, in Å:
H -1.483 -0.237 -1.923
C -0.134 -0.236 1.595
H 0.120 0.460 -2.268
H -0.064 -1.286 -2.010
O -0.966 -0.954 0.676
C -0.156 -0.143 -0.210
O 1.233 1.302 0.813
H -0.164 -0.505 2.650
H -0.917 1.674 0.333
C 1.107 -0.141 0.657
C -0.412 -0.298 -1.686
H 2.020 -0.718 0.547
C -0.183 1.082 0.826

Values from the calculation:
Kohn-Sham gap in eV: 10.213
Largest force on an atom in eV/Å: 2.41
HOMO level in eV: -9.184
LUMO energy in hartree: 0.03781
Electronic energy in hartree: -344.409550
Energy above the lowest of the compared OMol25 structures with the same formula, charge and spin in kcal per mole: 120.71


Record 11
Formula: C25H45F3P2V
Source: the OMol25 dataset
Level of theory: ωB97M-V/def2-TZVPD

Positions of all 76 atoms, in Å:
C -1.796 1.435 -0.168
C 0.187 1.209 -2.176
H 2.085 -1.976 -4.200
F 1.126 0.612 1.715
C -2.358 0.641 -1.242
C -0.355 -4.510 -1.108
C 2.266 -3.101 -1.286
F 2.319 -0.835 0.634
C 2.267 3.940 -0.915
H -4.288 -1.551 -1.455
H -0.957 -5.016 -0.286
C -1.610 2.905 -0.161
H -0.876 3.213 0.593
H 3.143 -0.492 -2.764
C -2.526 -0.694 -0.677
H 0.619 1.868 -4.105
H 0.618 -4.523 1.829
H -1.296 3.413 -1.058
H 2.114 -3.575 1.703
C -1.684 1.265 2.408
F 0.620 -1.452 1.810
H -2.075 -2.678 1.317
H -3.134 0.586 -3.318
C -1.865 0.698 1.043
C -3.119 1.166 -2.406
P 0.733 -3.252 -0.242
C 0.123 -1.533 -3.215
H -2.530 3.417 0.143
C 2.090 3.605 1.921
H 1.315 4.506 -0.870
H 0.029 -2.489 -2.705
H -0.355 0.231 -5.344
C 0.995 -0.499 0.867
H 1.024 3.804 2.133
H -3.236 -2.681 -0.568
H -2.655 1.624 2.746
H -0.926 2.317 -3.523
H 0.257 -5.261 -1.683
H -2.797 -2.252 -2.156
H -4.189 1.331 -2.074
C -3.235 -1.838 -1.259
H 3.919 1.387 1.432
H 2.652 4.549 1.814
C -0.251 1.459 -3.603
H -3.468 -1.857 2.011
H 2.315 3.449 -1.910
H 1.990 0.579 -1.008
C -0.936 0.344 -4.416
H 3.137 4.598 -0.728
P 2.178 2.663 0.370
C 2.177 -0.105 -3.077
H -2.766 2.128 -2.796
C 3.826 1.915 0.471
C 1.368 0.305 -1.855
H 0.161 2.063 -1.531
C 1.432 -4.223 1.149
H 2.867 -2.321 -0.788
H -1.380 0.446 3.051
H 4.599 2.684 0.378
H 2.452 0.739 -3.725
H 2.801 -4.074 -1.273
H 2.497 2.980 2.735
H 3.949 1.172 -0.325
H 1.969 -5.094 0.768
H -1.936 0.667 -4.711
C -2.421 -1.703 1.701
C 1.402 -1.156 -3.944
H -1.993 -1.458 -3.628
H -1.928 -1.479 2.644
H 2.087 -2.736 -2.334
H 1.239 -0.676 -4.923
C -1.036 -0.891 -3.555
H -1.076 -3.976 -1.792
V -0.320 -0.347 -1.349
H -1.001 2.126 2.436
C -2.251 -0.597 0.750

Values from the calculation:
Kohn-Sham gap (spin up / spin down) in eV: 5.892 / 4.669
Charge: +2
Largest force on an atom in eV/Å: 9.31
Expectation value of S²: 0.75
HOMO level (spin up / spin down) in eV: -13.686 / -13.683
LUMO energy (spin up / spin down) in hartree: -0.28643 / -0.33125
Electronic energy in hartree: -2905.058127
Spin multiplicity: 2